Formula: C6H11IN
Source: the Open Molecules 2025 dataset
Level of theory: ωB97M-V with the def2-TZVPD basis set

Output
Spin multiplicity: 1
Lowest unoccupied orbital energy (alpha / beta) (eV): -5.496 / -4.146
Relative energy (zero: lowest compared OMol25 entry of this formula, charge and spin) (kcal/mol): 113.4
Charge: +1

Atoms and positions in Å:
I 3.28375 -0.02313 -0.07524
N -1.13535 -0.44859 0.52774
C 1.31866 -0.40549 0.16492
C -1.01118 -1.77633 -0.26227
C -0.08491 0.91368 -1.29949
C 0.03465 1.65943 1.13570
C 0.09718 0.52829 0.14771
C 0.61130 -1.69191 -0.29651
H 0.39669 1.54230 2.08433
H -1.14796 0.71649 -1.54415
H 0.90273 -2.61383 0.16415
H -1.18303 -0.62212 1.49653
H -1.21910 -2.76391 0.23340
H 0.65945 2.38372 0.71933
H -1.00004 1.89852 1.21916
H 0.47467 0.33269 -2.04134
H -0.02061 2.03109 -1.46483
H -1.82825 0.21661 0.45296
H 0.85136 -1.87751 -1.36209